Entry 1:
15
Properties=species:S:1:pos:R:3 method="wB97M-V/def2-TZVPD" orbital_gap_ev=10.3 total_charge=+1 homo_energy_ev=-14.76 e_above_lowest_kcal_mol=63.80
C -2.28 -0.51 -0.32
N -1.16 -0.33 0.21
C -0.02 0.32 0.13
C 0.10 2.17 0.23
F -1.06 2.50 -0.31
N 1.18 -0.22 0.06
C 1.34 -1.63 0.06
H -3.11 -0.91 0.27
H -2.33 -0.36 -1.34
H 0.25 2.20 1.28
H 0.97 2.27 -0.55
H 1.87 0.50 0.10
H 0.44 -2.16 -0.16
H 1.79 -1.97 1.06
H 2.03 -1.90 -0.71

---

Entry 2:
17
Properties=species:S:1:pos:R:3 method="wB97M-V/def2-TZVPD" orbital_gap_ev=7.1 total_charge=+1 homo_energy_ev=-11.84 e_above_lowest_kcal_mol=40.10
C -2.31 0.02 -0.66
C -4.26 -0.09 0.72
C -1.04 0.25 -0.95
C 3.00 -0.52 -0.07
N -2.96 0.29 0.52
N 4.49 -0.52 0.14
O -4.92 -0.69 -0.08
O 2.61 0.68 0.13
F -0.15 0.80 -0.06
H -2.94 -0.44 -1.41
H -4.63 0.23 1.71
H -0.57 0.04 -1.90
H -2.46 0.77 1.26
H 4.69 -1.14 0.95
H 4.86 0.43 0.33
H 4.95 -0.94 -0.68
H 1.64 0.80 0.05

---

Entry 3:
15
Properties=species:S:1:pos:R:3 method="wB97M-V/def2-TZVPD" orbital_gap_ev=10.6 homo_energy_ev=-10.09 e_above_lowest_kcal_mol=70.52
C 1.46 0.11 -0.38
C -0.01 0.00 -0.09
C -0.55 -0.51 1.25
C -0.46 1.49 -0.15
O -1.60 1.79 -0.23
N -0.60 -0.76 -1.22
F -0.31 -2.22 -1.03
H 1.82 0.84 0.46
H 1.59 0.52 -1.45
H 1.94 -0.92 -0.33
H -1.18 0.33 1.72
H 0.32 -0.83 1.84
H -1.26 -1.30 1.06
H 0.49 2.16 -0.25
H -1.65 -0.69 -1.22

---

Entry 4:
15
Properties=species:S:1:pos:R:3 method="wB97M-V/def2-TZVPD" orbital_gap_ev=10.8 homo_energy_ev=-9.93 e_above_lowest_kcal_mol=23.63
F 1.05 1.04 -2.12
C 1.09 0.33 -1.02
N 0.58 0.59 0.06
C 0.99 -0.32 1.02
C 1.92 -1.32 0.17
O 1.81 -0.82 -1.16
H 0.04 -0.90 1.30
H 1.50 0.13 1.95
H 2.89 -1.09 0.56
H 1.68 -2.34 0.15
C -2.72 0.97 -0.16
H -2.75 1.99 0.18
H -2.02 0.32 0.29
H -2.40 0.83 -1.21
H -3.66 0.58 -0.01

---

Entry 5:
18
Properties=species:S:1:pos:R:3 method="wB97M-V/def2-TZVPD" orbital_gap_ev="9.1 / 7.5" homo_energy_ev="-8.93 / -7.88" e_above_lowest_kcal_mol=171.57
C 1.78 -1.52 -0.10
C -0.14 1.39 0.90
C 0.38 -0.90 -0.38
C -0.19 -0.13 0.67
N -2.43 -0.08 -0.31
O -2.73 -1.20 -0.54
O -2.72 1.07 -0.53
O 0.04 2.18 -0.19
O 0.33 -0.08 -1.57
F -0.31 -0.57 1.95
H 1.87 -2.20 0.64
H 2.10 -1.87 -1.12
H 2.29 -0.60 0.23
H -1.05 1.76 1.48
H 0.71 1.49 1.64
H -0.28 -1.76 -0.60
H -0.80 2.62 -0.49
H 1.13 0.40 -1.69

---

Entry 6:
16
Properties=species:S:1:pos:R:3 method="wB97M-V/def2-TZVPD" orbital_gap_ev=9.1 homo_energy_ev=-8.57 e_above_lowest_kcal_mol=10.01
F 0.28 -0.92 -1.72
C 0.00 -1.68 -0.61
C 1.01 -1.36 0.46
C 0.80 0.00 1.17
S 1.09 1.50 0.16
N -0.36 1.57 -0.74
C -1.43 2.27 -0.29
S -2.86 2.27 -1.04
H -0.04 -2.75 -0.89
H -1.00 -1.42 -0.23
H 2.04 -1.37 0.07
H 0.93 -2.12 1.23
H -0.26 0.01 1.50
H 1.50 0.10 1.99
H -0.48 1.04 -1.61
H -1.21 2.85 0.54

---

Entry 7:
15
Properties=species:S:1:pos:R:3 method="wB97M-V/def2-TZVPD" orbital_gap_ev=7.7 total_charge=+1 homo_energy_ev=-12.56 e_above_lowest_kcal_mol=83.62
C -1.94 -0.61 -1.00
C -1.54 -0.58 1.10
C -0.82 0.61 0.51
C 3.40 1.17 0.02
N -1.18 0.46 -0.81
N -2.14 -1.29 0.06
I 2.14 -0.63 -0.04
H -2.18 -0.92 -2.08
H -1.01 -1.29 1.86
H -2.32 -0.04 1.69
H 3.87 1.11 0.94
H 2.79 1.99 0.04
H 4.29 1.29 -0.80
H -0.75 0.97 -1.53
H -2.61 -2.25 0.05

---

Entry 8:
18
Properties=species:S:1:pos:R:3 method="wB97M-V/def2-TZVPD" orbital_gap_ev=9.3 homo_energy_ev=-9.50 e_above_lowest_kcal_mol=39.90
C -0.72 -1.56 0.47
C -0.56 1.51 0.13
C 0.59 -0.69 0.63
C 0.45 0.52 -0.30
N 0.13 0.06 -1.67
O -1.00 0.22 -1.99
O 0.96 -0.43 -2.40
O -0.27 1.96 1.46
O 1.79 -1.31 0.37
I 2.27 1.62 -0.41
H -0.44 -1.95 -0.60
H -0.80 -2.38 1.21
H -1.77 -1.08 0.65
H -0.40 2.34 -0.60
H -1.57 1.10 -0.03
H 0.55 -0.42 1.72
H -0.97 2.58 1.50
H 1.75 -2.09 -0.15

---

Entry 9:
15
Properties=species:S:1:pos:R:3 method="wB97M-V/def2-TZVPD" orbital_gap_ev="7.2 / 6.7" homo_energy_ev="-8.92 / -8.77" e_above_lowest_kcal_mol=65.86
C -1.56 -0.20 -0.78
C -1.30 -1.64 -0.55
C 0.59 0.61 -0.39
C 1.67 1.52 -0.01
N -0.61 0.78 -0.35
S 0.35 -2.22 -1.06
I -1.38 2.85 1.27
H -1.74 0.08 -1.81
H -2.55 -0.07 -0.25
H -1.36 -1.89 0.62
H -2.25 -2.13 -0.97
H 0.78 -0.39 -0.90
H 2.63 1.05 0.38
H 1.38 2.25 0.67
H 2.16 2.04 -0.85

---

Entry 10:
17
Properties=species:S:1:pos:R:3 method="wB97M-V/def2-TZVPD" orbital_gap_ev="3.4 / 4.8" total_charge=+2 homo_energy_ev="-13.33 / -14.75" spin_multiplicity=2
O -2.50 -0.84 0.58
La -2.86 -0.11 2.70
Mg -0.63 -1.47 0.51
O -0.53 0.17 1.72
O 1.10 -0.48 -0.35
C 0.70 -0.52 -1.75
C 1.25 0.79 0.26
C -0.74 -0.92 -1.80
C 0.69 0.84 1.67
H 1.39 -1.19 -2.29
H 0.89 0.48 -2.18
H 0.64 1.49 -0.34
H 2.30 1.12 0.21
H -2.54 -0.42 -0.58
H 1.29 0.39 2.48
H 0.59 1.91 1.96
H -1.05 -1.25 -2.80

---

Entry 11:
16
Properties=species:S:1:pos:R:3 method="wB97M-V/def2-TZVPD" orbital_gap_ev="7.4 / 6.2" homo_energy_ev="-7.45 / -7.44" spin_multiplicity=2 e_above_lowest_kcal_mol=11.72
O 0.97 -0.07 0.02
O 2.80 1.20 0.19
C 2.17 0.34 -0.32
O -0.58 2.77 0.67
C -0.01 4.02 0.65
C 0.48 -1.35 -0.49
C -0.43 -1.96 0.54
H 0.85 4.08 -0.06
H -0.72 4.82 0.34
H 0.39 4.34 1.64
H -0.06 -1.13 -1.42
H 1.35 -1.97 -0.71
H -1.26 -1.28 0.79
H -0.87 -2.88 0.13
H 0.12 -2.22 1.46
Li -0.57 1.08 0.79

---

Entry 12:
16
Properties=species:S:1:pos:R:3 method="wB97M-V/def2-TZVPD" orbital_gap_ev="5.6 / 8.5" homo_energy_ev="-6.24 / -9.26" spin_multiplicity=2 e_above_lowest_kcal_mol=6.35
O 0.09 0.41 0.09
O -0.73 -1.22 1.45
C -0.81 -0.65 0.36
O -0.31 -1.53 -1.00
C -0.74 -2.86 -1.05
C -0.07 1.63 0.80
C 1.14 2.50 0.50
H -1.70 -2.98 -0.51
H -0.92 -3.15 -2.10
H -0.03 -3.56 -0.58
H -0.99 2.12 0.45
H -0.15 1.38 1.86
H 1.49 2.33 -0.53
H 0.88 3.56 0.62
H 1.96 2.24 1.18
Li 0.88 -0.23 -1.55

---

| no. | molecular weight (g mol⁻¹) |
| --- | --- |
| 1 | 103.12 |
| 2 | 135.12 |
| 3 | 105.11 |
| 4 | 105.11 |
| 5 | 153.11 |
| 6 | 153.25 |
| 7 | 211.03 |
| 8 | 261.01 |
| 9 | 229.09 |
| 10 | 267.32 |
| 11 | 111.05 |
| 12 | 111.05 |